No. 1
Here is a molecular structure, C27H23ClIN3OPb from OMol25. Energies are from ωB97M-V with the def2-TZVPD basis set.

Properties
Charge: 0

Last column: Löwdin charge in e.
CARTESIAN COORDINATES (ANGSTROEM)
1 Pb 0.55517 -0.39751 -0.57179  1.3422
2 Cl 7.72461 -1.48933 0.04565  0.6748
3 C 6.10500 -0.87953 0.23165  -0.6199
4 C 5.90990 0.34507 0.81903  -0.1753
5 C 4.62432 0.86809 0.92523  -0.6370
6 I 4.31431 2.72049 1.84966  0.8878
7 C 3.48192 0.22226 0.43366  -0.4787
8 O 2.32190 0.78166 0.45782  -0.3244
9 C 3.70070 -1.10374 -0.09129  -0.1576
10 N 2.60847 -1.81530 -0.46225  -0.0369
11 C 2.74576 -3.03572 -0.92679  -0.1368
12 C 3.99814 -3.63620 -1.11038  -0.0454
13 C 5.12406 -2.93876 -0.76953  -0.0165
14 C 5.01061 -1.64601 -0.21277  -0.1731
15 H 6.75705 0.90271 1.19268  0.0936
16 H 1.83172 -3.56488 -1.17316  0.1114
17 H 4.05689 -4.63596 -1.51671  0.1061
18 H 6.10937 -3.36082 -0.90840  0.0892
19 N -0.61343 -1.12229 1.10808  -0.1082
20 C -1.23235 -0.64320 2.09584  -0.3712
21 C -2.15707 -1.48329 2.91743  -0.1810
22 C -3.27693 -0.93033 3.53541  -0.0372
23 C -4.15169 -1.73367 4.25132  -0.0854
24 C -3.91166 -3.09381 4.37506  -0.0950
25 C -2.79853 -3.65124 3.75935  -0.0854
26 C -1.93535 -2.85343 3.02790  -0.0372
27 C -1.08680 0.79750 2.50470  -0.1979
28 C -1.14402 1.79904 1.53988  -0.0667
29 C -0.94289 3.12542 1.88262  -0.0759
30 C -0.66936 3.46322 3.20025  -0.0880
31 C -0.59829 2.47112 4.16635  -0.0750
32 C -0.81700 1.14473 3.82490  -0.0331
33 H -3.47399 0.13068 3.44959  0.1147
34 H -5.02999 -1.29822 4.71095  0.1004
35 H -4.59491 -3.71786 4.93665  0.0988
36 H -2.61571 -4.71546 3.83907  0.0997
37 H -1.06925 -3.27638 2.53588  0.1039
38 H -1.36779 1.52807 0.51263  0.0774
39 H -0.99377 3.89359 1.12158  0.1034
40 H -0.51289 4.49963 3.46955  0.1005
41 H -0.36933 2.73726 5.19038  0.1028
42 H -0.75535 0.37065 4.57983  0.1207
43 C -2.34725 3.09006 -4.61143  -0.0411
44 C -2.00211 1.60768 -4.81497  -0.5986
45 C -3.22955 0.85853 -5.35549  -0.0420
46 C -0.80779 1.44347 -5.76525  -0.0403
47 C -1.64558 1.03210 -3.51864  -0.1707
48 N -1.36809 0.57703 -2.50048  0.0884
49 H -2.60031 3.53652 -5.57302  0.0901
50 H -1.51012 3.63587 -4.17736  0.0914
51 H -3.20512 3.19084 -3.94685  0.0907
52 H -3.51403 1.28432 -6.31778  0.0905
53 H -4.06970 0.95866 -4.66885  0.0909
54 H -3.01662 -0.20168 -5.48809  0.0905
55 H -1.04366 1.89364 -6.72946  0.0901
56 H -0.58293 0.38815 -5.91931  0.0901
57 H 0.08131 1.92656 -5.36052  0.0912


No. 2
Here is C27H23N3O5 in the gas phase at a distorted geometry from OMol25. Energies are from ωB97M-V with the def2-TZVPD basis set.

Properties
SMILES: O=C(O)COc1ccc(/C=N/NC(=O)/C(=C/C=C/c2ccccc2)NC(=O)c2ccccc2)cc1
Charge: 0
ΔE to the lowest compared entry with this formula, charge and spin in kcal per mole: 32.74

Last column: Löwdin charge in e.
CARTESIAN COORDINATES (ANGSTROEM)
1 O -1.72111 -5.24107 7.03204  0.1164
2 C -1.28507 -5.08749 5.92440  -0.5328
3 O 0.00684 -4.93593 5.65162  0.1393
4 H 0.53940 -4.96856 6.46234  0.1444
5 C -2.15110 -5.07582 4.66844  -0.0935
6 O -1.55421 -4.46868 3.55486  -0.0213
7 C -1.27544 -3.13722 3.60403  -0.2512
8 C -0.65177 -2.60707 2.47086  0.0230
9 C -0.33547 -1.27219 2.40844  -0.0061
10 C -0.63374 -0.41659 3.47536  -0.2109
11 C -1.24298 -0.95697 4.60752  -0.0241
12 C -1.56571 -2.29836 4.67637  -0.0054
13 H -2.03612 -2.67665 5.57124  0.1133
14 H -1.47429 -0.31673 5.44660  0.1142
15 C -0.30988 0.98906 3.43414  -0.0790
16 N 0.06841 1.56388 2.35833  0.0266
17 N 0.38499 2.86461 2.38058  0.0605
18 C 0.83659 3.65693 1.34214  -0.3976
19 O 1.11425 4.81029 1.62268  0.0574
20 C 0.92860 3.11789 -0.02986  -0.1452
21 C 1.38783 3.98202 -0.97534  0.0049
22 C 1.46457 3.84304 -2.39334  -0.0714
23 C 0.69254 3.03912 -3.15164  -0.0456
24 C 0.75026 2.89021 -4.58848  -0.2107
25 C 1.69290 3.53692 -5.39392  -0.0269
26 C 1.70813 3.34074 -6.76010  -0.0849
27 C 0.78661 2.49627 -7.35939  -0.0933
28 C -0.15206 1.84364 -6.57673  -0.0875
29 C -0.16959 2.03834 -5.21034  -0.0367
30 H -0.90140 1.52162 -4.60468  0.1089
31 H -0.87077 1.17994 -7.03575  0.1010
32 H 0.80239 2.34591 -8.42882  0.0990
33 H 2.44505 3.84806 -7.36610  0.1018
34 H 2.42332 4.19303 -4.94733  0.1036
35 H -0.08726 2.46197 -2.67225  0.1129
36 H 2.18564 4.49218 -2.87079  0.1047
37 H 1.74772 4.92248 -0.57517  0.1180
38 N 0.54582 1.79688 -0.24923  0.1282
39 C 1.16651 0.91775 -1.09905  -0.4376
40 O 2.12968 1.19252 -1.78348  0.1000
41 C 0.51534 -0.42405 -1.12584  -0.1483
42 C -0.85422 -0.58685 -0.93164  -0.0482
43 C -1.41737 -1.84861 -0.99493  -0.0842
44 C -0.62208 -2.95501 -1.24583  -0.0938
45 C 0.73905 -2.79745 -1.45183  -0.0706
46 C 1.30396 -1.53682 -1.40150  -0.0115
47 H 2.35978 -1.39061 -1.57233  0.1201
48 H 1.35845 -3.65807 -1.65642  0.1052
49 H -1.06590 -3.93887 -1.28885  0.1052
50 H -2.48041 -1.96969 -0.84782  0.1073
51 H -1.48554 0.27153 -0.75148  0.1172
52 H 0.01521 1.38876 0.51865  0.0913
53 H 0.34634 3.36427 3.27429  0.1587
54 H -0.40238 1.55046 4.37063  0.1294
55 H 0.16178 -0.87681 1.53834  0.0960
56 H -0.42199 -3.26989 1.65242  0.1140
57 H -3.12317 -4.62942 4.91671  0.1457
58 H -2.31691 -6.11879 4.37725  0.1500


| no. | orbital gap (eV) | lowest unoccupied orbital energy (eV) |
| --- | --- | --- |
| 1 | 7.2432 | 0.02 |
| 2 | 7.3600 | -0.27 |